Entry 1:
The following is a DFT calculation (wB97M-V/def2-TZVPD) of a 21-piece molecular cluster, C10H55N3O23S overall.

Positions of all 92 atoms, in Å:
N1 0.083145 1.821113 -5.704128
O1 1.211057 -0.359909 -2.373772
O2 1.303792 -2.108567 3.843737
O3 -0.088029 -0.347561 5.032329
C1 -0.289180 0.810610 -5.343299
N2 0.340287 0.372759 0.263070
C2 0.063973 0.076929 -2.163344
C3 -0.268136 0.695639 -0.818755
N3 -0.172668 0.928252 1.413702
C4 1.570563 2.587516 1.783630
C5 -0.703110 -0.415908 -4.637735
C6 -1.074076 -0.114102 -3.176862
C7 -1.337942 0.141207 1.999581
C8 0.704679 1.545741 2.412734
C9 -0.774532 -1.162323 2.415083
C10 1.542260 0.361985 2.923490
S1 0.458756 -0.887804 3.759077
H1 -1.095408 1.397425 -0.779293
H2 2.146784 3.021576 2.644393
H3 1.094442 3.368033 1.211715
H4 2.317844 2.059572 1.120861
H5 0.128824 -1.119661 -4.620877
H6 -1.540175 -0.882919 -5.142797
H7 -1.708087 0.783843 -3.056702
H8 -1.697107 -0.910508 -2.905302
H9 -1.748360 0.740778 2.783377
H10 -2.148950 -0.036895 1.298236
H11 0.108333 1.996161 3.241958
H12 -1.490220 -1.891868 2.754347
H13 -0.262171 -1.705113 1.622789
H14 2.284985 0.626579 3.679086
H15 2.094425 -0.011664 2.087386
O4 0.765773 5.298266 3.115441
H16 0.408829 4.668128 2.408843
H17 0.043967 5.432466 3.811677
O5 0.251099 -3.275912 -5.696040
H18 -0.400097 -3.078645 -6.444899
H19 1.159617 -2.922584 -5.967174
O6 0.911995 3.267449 -2.128942
H20 0.710210 3.860202 -2.923727
H21 0.193628 3.418593 -1.432618
O7 2.973232 -0.102205 -5.423907
H22 3.113626 -0.821093 -4.725874
H23 3.111475 0.797448 -4.982009
O8 -4.569930 1.000467 2.175097
H24 -4.335204 1.410518 3.069815
H25 -5.294376 1.564708 1.750158
O9 3.075478 -2.491226 1.878370
H26 2.426163 -2.516236 2.653950
H27 3.249246 -3.442926 1.582005
O10 -3.917922 0.732918 -1.201766
H28 -3.490458 1.574814 -1.565420
H29 -4.836449 0.971970 -0.851159
O11 1.789236 -3.363348 -2.169900
H30 2.308771 -4.219707 -2.313054
H31 2.280639 -2.614246 -2.640144
O12 -0.469809 -0.344338 7.636218
H32 -0.321669 0.605327 7.952368
H33 -0.246966 -0.386614 6.650157
O13 3.295072 -0.413908 -0.105880
H34 2.373740 -0.036999 -0.287116
H35 3.186796 -1.272653 0.418135
O14 4.874458 1.922215 -0.137842
H36 4.443291 2.511221 -0.838505
H37 4.337952 1.066920 -0.071575
O15 -1.335854 4.103370 -0.991284
H38 -1.625559 3.996700 -0.027721
H39 -2.075827 3.749725 -1.583852
O16 0.015435 4.522180 -4.347365
H40 0.867344 4.531714 -4.893184
H41 -0.430365 3.622835 -4.474651
O17 -0.576856 -3.557689 -0.886830
H42 0.283150 -3.241264 -1.315811
H43 -0.359840 -4.344412 -0.288721
O18 -1.353895 -3.156199 5.359376
H44 -2.094434 -3.834644 5.482166
H45 -0.965564 -2.945317 6.269588
O19 -2.972503 2.977404 -2.838122
H46 -2.904417 2.644814 -3.791280
H47 -3.733666 3.642287 -2.789941
O20 -1.425004 -3.969556 -3.511336
H48 -1.052145 -4.002037 -2.571294
H49 -0.654700 -3.824176 -4.151068
O21 3.568104 -0.650057 5.508865
H50 4.389396 -0.551097 6.091485
H51 3.873804 -0.824214 4.560194
O22 -4.438338 -1.918594 -2.097318
H52 -3.928573 -2.524750 -1.467654
H53 -4.318526 -0.964557 -1.782327
O23 -0.677956 -4.619034 2.981375
H54 0.243375 -5.036179 3.011340
H55 -0.774122 -4.009399 3.783160

Cartesian forces (eV/Å) of the 3 atoms listed first:
N 0.3 1.5 -0.8
O -2.5 1.0 0.3
O -1.4 1.3 0.3

The value obtained for the HOMO energy is -8.68 eV. Its calculated total energy is -2706.83716 Eh. For the maximum force, the calculation gives 4.586 eV Å⁻¹. The value obtained for the frontier orbital gap is 7.848 eV. The spin multiplicity is 1. The value obtained for the LUMO energy is -0.83 eV.

---

Entry 2:
The following is a DFT calculation (wB97M-V/def2-TZVPD) of a 2-piece molecular cluster, C5H11O2 overall.

Positions of all 18 atoms, in Å:
C1 -1.805720 -0.463296 -1.402912
C2 -1.965866 0.312574 -2.694086
O1 -3.130636 0.591230 -3.058785
O2 -0.904556 0.690974 -3.265575
H1 -1.587990 0.343288 -0.687359
H2 -1.020877 -1.208559 -1.246706
H3 -2.705630 -0.928187 -1.007191
C3 1.429983 0.616369 1.405691
C4 2.032254 -0.246514 0.305118
C5 0.167084 0.006347 1.978879
H4 2.202596 0.727290 2.171786
H5 1.197735 1.590688 0.968192
H6 2.396773 -1.207631 0.689151
H7 2.845677 0.273390 -0.195862
H8 0.434147 -0.874415 2.579574
H9 -0.368716 0.594695 2.728035
H10 1.303514 -0.547812 -0.451474
H11 -0.519774 -0.270432 1.183524

Cartesian forces (eV/Å) of the 3 atoms listed first:
C -0.1 0.1 1.7
C 0.4 0.5 -1.7
O -0.1 -0.3 0.4

The value obtained for the HOMO energy is -3.65 eV. Its calculated total energy is -347.63517 Eh. As for the total charge: -1. The calculation puts the energy above the lowest of the compared OMol25 structures with the same formula, charge and spin at 38.04 kJ/mol. For the maximum force, the calculation gives 1.811 eV Å⁻¹. The value obtained for the frontier orbital gap is 7.197 eV. The spin multiplicity is 1. The value obtained for the LUMO energy is 3.54 eV.

---

Entry 3:
The following is a DFT calculation (wB97M-V/def2-TZVPD) of one molecule with the formula C5H7NO.

Positions of all 14 atoms, in Å:
C1 -1.887482 0.392222 0.135467
C2 -0.437003 0.242221 -0.279166
C3 0.631918 0.858244 0.597466
C4 1.783536 0.236752 0.333886
N1 1.574813 -0.809582 -0.592608
C5 0.206184 -1.132687 -0.485582
O1 -0.250125 -2.246510 -0.503045
H1 -2.119715 1.463472 0.136128
H2 -2.094088 0.003743 1.135707
H3 -2.560856 -0.084570 -0.583272
H4 -0.323835 0.698921 -1.280020
H5 0.447999 1.602410 1.357797
H6 2.766017 0.376439 0.764243
H7 2.244256 -1.553517 -0.714215

Cartesian forces (eV/Å) of the 3 atoms listed first:
C 0.0 0.0 0.0
C 0.0 0.0 0.1
C 0.1 0.1 0.1

The value obtained for the HOMO energy is -8.71 eV. Its calculated total energy is -324.70334 Eh. The calculation puts the energy above the lowest of the compared OMol25 structures with the same formula, charge and spin at 55.48 kJ/mol. For the maximum force, the calculation gives 0.661 eV Å⁻¹. The SMILES is C[C@H]1C=CNC1=O. The value obtained for the frontier orbital gap is 9.697 eV. The spin multiplicity is 1. The value obtained for the LUMO energy is 0.98 eV.

---

Entry 4:
The following is a DFT calculation (wB97M-V/def2-TZVPD) of C26H46FN8O3OsP2 as an isolated structure.

Positions of all 87 atoms, in Å:
Os1 9.853457 11.368533 12.289696
C1 9.009460 9.203042 17.862810
N1 9.234950 10.312527 16.924262
C2 10.180308 11.300639 17.466205
P1 8.562215 10.460328 15.460505
O1 9.334987 11.202046 14.362550
O2 8.312292 8.912661 15.022021
P2 8.518210 8.156277 13.593852
O3 8.594760 9.139646 12.439666
N2 7.226893 7.184341 13.530666
C3 6.417291 6.747253 14.674334
C4 6.652888 6.850612 12.217788
N3 9.869117 7.250086 13.805921
C5 11.213429 7.750234 13.489060
C6 9.924998 6.112409 14.736848
N4 7.046614 11.024369 15.631243
C7 6.306300 11.559396 14.471096
C8 6.143213 10.600202 16.705174
H1 8.596958 9.544835 18.820486
H2 9.964708 8.695292 18.058568
H3 8.335558 8.456731 17.442607
H4 9.801878 11.777143 18.381400
H5 10.359910 12.098246 16.733941
H6 11.145870 10.835799 17.695705
H7 6.882162 7.067780 15.604605
H8 6.310947 5.661897 14.676748
H9 5.413875 7.183057 14.640996
H10 7.359143 7.117869 11.430090
H11 5.729762 7.422446 12.040865
H12 6.440170 5.762086 12.162815
H13 11.143345 8.433822 12.640812
H14 11.861200 6.908308 13.208518
H15 11.647830 8.285805 14.351637
H16 8.980454 5.562189 14.750904
H17 10.167259 6.381254 15.772631
H18 10.690186 5.414348 14.359796
H19 6.997646 12.094464 13.811209
H20 5.555966 12.262809 14.833378
H21 5.803125 10.755515 13.901190
H22 6.664138 10.507900 17.655391
H23 5.660515 9.633403 16.477681
H24 5.370360 11.370013 16.792931
C9 6.924348 15.376270 12.358610
C10 8.061508 15.285985 13.174358
C11 8.884383 14.173291 13.133663
N5 8.572076 13.104625 12.331949
C12 7.513766 13.215789 11.489105
C13 6.662119 14.312508 11.487576
H25 6.268415 16.224147 12.411501
H26 8.327791 16.078914 13.854843
H27 9.760651 14.096524 13.768961
H28 7.316100 12.356638 10.839857
H29 5.819282 14.307319 10.816977
C14 12.006219 14.115445 7.899590
C15 11.663312 14.517841 9.333749
N6 11.058985 13.382382 10.036752
C16 10.445189 12.313803 9.493527
N7 9.916464 11.349934 10.287433
C17 9.317650 10.124669 9.634354
C18 10.045686 9.778623 8.362203
C19 10.012891 11.009309 7.479418
N8 10.450623 12.211403 8.170150
C20 10.837721 13.363380 7.311814
H30 12.922170 13.511016 7.895723
H31 12.216941 14.990491 7.295392
H32 10.952889 15.341694 9.365086
H33 12.549133 14.848977 9.871395
H34 11.111836 13.378131 11.070243
H35 8.269655 10.354063 9.450682
H36 9.342400 9.357436 10.424693
H37 9.519280 8.971697 7.853659
H38 11.078033 9.406556 8.543515
H39 8.995920 11.183691 7.083191
H40 10.665371 10.878882 6.599812
H41 9.955308 14.003550 7.220218
H42 11.064590 12.986922 6.322560
F1 15.966789 11.213591 13.138652
C21 14.640525 11.243205 12.905015
C22 13.788955 11.654756 13.929169
C23 12.432794 11.647253 13.691439
C24 11.843280 11.236545 12.485266
C25 12.749667 10.842789 11.478736
C26 14.122239 10.886254 11.661885
H43 14.203075 11.982860 14.868202
H44 11.780407 11.957761 14.515002
H45 12.404445 10.480089 10.530067
H46 14.813404 10.620096 10.868159

Cartesian forces (eV/Å) of the 3 atoms listed first:
Os -0.5 -1.4 0.6
C 0.1 -0.7 -0.1
N 0.7 0.4 0.0

The value obtained for the HOMO energy (spin up / spin down) is -16.39 / -16.40 eV. Its calculated total energy is -2554.56166 Eh. As for the total charge: +3. Its expectation value of S² is 6.03. For the maximum force, the calculation gives 2.007 eV Å⁻¹. The value obtained for the frontier orbital gap (spin up / spin down) is 7.921 / 5.793 eV. The spin multiplicity is 5. The value obtained for the LUMO energy (spin up / spin down) is -8.47 / -10.60 eV.

---

Entry 5:
The following is a DFT calculation (wB97M-V/def2-TZVPD) of a 2-piece molecular cluster, C6H18N2O overall.

Positions of all 27 atoms, in Å:
C1 -1.325125 -0.960402 -1.508021
N1 -0.052508 -1.464943 -1.010132
C2 1.149290 -0.849117 -1.561642
C3 2.223477 -0.626654 -0.506547
C4 1.786773 0.274853 0.655543
N2 1.109449 1.516405 0.294133
C5 -2.447025 -1.175764 -0.496782
C6 -2.380361 -0.197614 0.670858
H1 -1.266390 0.112459 -1.749089
H2 -1.575412 -1.471238 -2.442323
H3 -0.032016 -1.445508 -0.000488
H4 0.908391 0.101702 -2.052098
H5 1.563232 -1.491093 -2.341483
H6 2.534629 -1.589526 -0.091523
H7 3.099944 -0.198498 -0.994935
H8 1.135325 -0.276025 1.335473
H9 2.657423 0.538307 1.254634
H10 0.276462 1.342021 -0.256664
H11 1.719761 2.121451 -0.245856
H12 -3.405168 -1.086495 -1.017564
H13 -2.394522 -2.202995 -0.136814
H14 -1.393581 -0.216119 1.141433
H15 -3.129194 -0.417309 1.434324
H16 -2.587088 0.823636 0.336861
H17 -0.540778 2.081117 3.039921
H18 0.518079 2.428840 1.974856
O1 0.086983 2.762603 2.787096

Cartesian forces (eV/Å) of the 3 atoms listed first:
C 0.0 -0.2 0.0
N 0.0 0.1 0.1
C -0.1 -0.2 0.0

The value obtained for the HOMO energy is -8.91 eV. Its calculated total energy is -424.14866 Eh. The calculation puts the energy above the lowest of the compared OMol25 structures with the same formula, charge and spin at 3.14 kJ/mol. For the maximum force, the calculation gives 0.249 eV Å⁻¹. The SMILES is CCCNCCCN.O. The value obtained for the frontier orbital gap is 9.821 eV. The spin multiplicity is 1. The value obtained for the LUMO energy is 0.91 eV.